Molecular formula: C45H123N9O12
Method: DFT, the ωB97M-V functional and the def2-TZVPD basis

Bonds (Å) are listed after each position.
Cartesian coordinates (Å):
1 C 8.05062 -10.25165 17.78353  O2 1.425, H7 1.077, H8 1.096, H9 1.112
2 O 8.50411 -10.96068 16.63316  C1 1.425, C3 1.409
3 C 7.88832 -10.37633 15.50892  O2 1.409, C4 1.457, H10 1.082, H11 1.102
4 C 8.47497 -10.73817 14.22503  C3 1.457, C5 1.536, N6 1.509, H12 1.092
5 C 9.97709 -10.42298 14.15701  C4 1.536, H13 1.093, H14 1.070, H15 1.065
6 N 7.67122 -10.01751 13.17082  C4 1.509, H16 1.022, H17 1.025
7 H 8.41715 -9.24015 17.73459  C1 1.077
8 H 8.38403 -10.79771 18.67360  C1 1.096
9 H 6.94246 -10.17355 17.83656  C1 1.112
10 H 6.83664 -10.63055 15.53070  C3 1.082
11 H 8.01578 -9.28885 15.63468  C3 1.102
12 H 8.42505 -11.82546 14.13369  C4 1.092
13 H 10.56940 -10.82972 14.98087  C5 1.093
14 H 10.17193 -9.37780 14.27622  C5 1.070
15 H 10.31653 -10.83346 13.23427  C5 1.065
16 H 7.15784 -10.63455 12.53838  N6 1.022
17 H 8.31894 -9.50059 12.56743  N6 1.025
18 C 11.15774 -15.06705 8.80125  O19 1.407, H24 1.096, H25 1.121, H26 1.068
19 O 10.47280 -14.59527 9.93631  C18 1.407, C20 1.431
20 C 9.67217 -13.50113 9.47835  O19 1.431, C21 1.473, H27 1.104, H28 1.085
21 C 8.80187 -13.00071 10.55603  C20 1.473, C22 1.494, N23 1.489, H29 1.098
22 C 7.81688 -14.03810 10.98632  C21 1.494, H30 1.090, H31 1.082, H32 1.100
23 N 8.09129 -11.76567 10.12402  C21 1.489, H33 1.003, H34 1.007
24 H 11.67452 -14.18939 8.39587  C18 1.096
25 H 10.55159 -15.54334 7.98677  C18 1.121
26 H 11.83131 -15.80473 9.17770  C18 1.068
27 H 10.38448 -12.73569 9.12385  C20 1.104
28 H 9.13286 -13.81830 8.59252  C20 1.085
29 H 9.44017 -12.61815 11.36279  C21 1.098
30 H 8.23777 -15.02773 11.16345  C22 1.090
31 H 7.02797 -14.07189 10.24596  C22 1.082
32 H 7.27969 -13.74855 11.90210  C22 1.100
33 H 7.17015 -11.87329 9.74109  N23 1.003
34 H 8.64856 -11.16538 9.53785  N23 1.007
35 C 15.07475 -13.39590 20.52027  O36 1.454, H41 1.085, H42 1.101, H43 1.112
36 O 14.68591 -12.08979 21.02806  C35 1.454, C37 1.421
37 C 15.80624 -11.26470 21.31853  O36 1.421, C38 1.535, H44 1.090, H45 1.086
38 C 15.36093 -10.02590 22.10748  C37 1.535, C39 1.521, N40 1.460, H46 1.111
39 C 16.52792 -9.07330 22.31391  C38 1.521, H47 1.095, H48 1.094, H49 1.076
40 N 14.70930 -10.40192 23.35894  C38 1.460, H50 1.032, H51 1.034
41 H 14.18183 -13.88596 20.14737  C35 1.085
42 H 15.59188 -13.98475 21.29357  C35 1.101
43 H 15.85888 -13.19791 19.75637  C35 1.112
44 H 16.54255 -11.87435 21.84198  C37 1.090
45 H 16.35145 -10.96304 20.42863  C37 1.086
46 H 14.60403 -9.56996 21.43476  C38 1.111
47 H 17.34374 -9.50403 22.90406  C39 1.095
48 H 16.17319 -8.15245 22.78531  C39 1.094
49 H 16.99048 -8.78522 21.38587  C39 1.076
50 H 14.10897 -11.22440 23.19057  N40 1.032
51 H 15.37109 -10.70960 24.09202  N40 1.034
52 C 14.38530 -21.38404 14.64161  O53 1.414, H58 1.081, H59 1.097, H60 1.099
53 O 13.68008 -20.27436 15.16199  C52 1.414, C54 1.405
54 C 13.99772 -19.11183 14.44069  O53 1.405, C55 1.489, H61 1.088, H62 1.080
55 C 13.34005 -17.91189 15.02796  C54 1.489, C56 1.553, N57 1.486, H63 1.057
56 C 11.84069 -18.16185 15.34665  C55 1.553, H64 1.074, H65 1.059, H66 1.087
57 N 13.60622 -16.82799 14.04650  C55 1.486, H67 1.013, H68 1.018
58 H 14.07222 -22.32669 15.06924  C52 1.081
59 H 15.46421 -21.22638 14.76040  C52 1.097
60 H 14.37022 -21.47751 13.54624  C52 1.099
61 H 15.08054 -19.00893 14.42971  C54 1.088
62 H 13.71931 -19.34425 13.42351  C54 1.080
63 H 13.86268 -17.69294 15.91972  C55 1.057
64 H 11.39743 -17.29235 15.79460  C56 1.074
65 H 11.65592 -18.92607 16.05538  C56 1.059
66 H 11.33972 -18.42586 14.41854  C56 1.087
67 H 13.21188 -17.14682 13.16989  N57 1.013
68 H 13.04956 -16.02473 14.33309  N57 1.018
69 C 11.57545 -7.32097 16.64677  O70 1.378, H75 1.077, H76 1.096, H77 1.107
70 O 12.64377 -8.02555 17.15827  C69 1.378, C71 1.455
71 C 12.09022 -9.12649 17.93107  O70 1.455, C72 1.480, H78 1.090, H79 1.100
72 C 13.12799 -9.84551 18.70260  C71 1.480, C73 1.573, N74 1.474, H80 1.110
73 C 13.99296 -10.71484 17.71782  C72 1.573, H81 1.080, H82 1.110, H83 1.101
74 N 12.43808 -10.70083 19.68431  C72 1.474, H84 1.006, H85 0.999
75 H 11.94338 -6.49206 16.06635  C69 1.077
76 H 10.87936 -6.90697 17.38564  C69 1.096
77 H 11.03106 -7.97728 15.94111  C69 1.107
78 H 11.40882 -8.69787 18.66614  C71 1.090
79 H 11.45616 -9.73032 17.26508  C71 1.100
80 H 13.82931 -9.12235 19.16918  C72 1.110
81 H 13.37558 -11.36245 17.11270  C73 1.080
82 H 14.77639 -11.37299 18.14898  C73 1.110
83 H 14.61668 -10.07162 17.07738  C73 1.101
84 H 11.80619 -10.15675 20.24675  N74 1.006
85 H 13.16242 -11.08253 20.25668  N74 0.999
86 C 11.94791 -18.54065 10.62182  O87 1.431, H92 1.128, H93 1.106, H94 1.093
87 O 11.39056 -19.20831 11.75866  C86 1.431, C88 1.408
88 C 10.98028 -20.52171 11.46111  O87 1.408, C89 1.535, H95 1.084, H96 1.107
89 C 10.37213 -21.26669 12.65709  C88 1.535, C90 1.518, N91 1.469, H97 1.098
90 C 9.18863 -20.46343 13.16672  C89 1.518, H98 1.075, H99 1.105, H100 1.097
91 N 11.30530 -21.46542 13.77382  C89 1.469, H101 1.027, H102 1.018
92 H 12.91164 -18.96351 10.21640  C86 1.128
93 H 11.99756 -17.47237 10.90295  C86 1.106
94 H 11.21083 -18.53894 9.81505  C86 1.093
95 H 10.21949 -20.48267 10.69054  C88 1.084
96 H 11.86322 -21.10171 11.13183  C88 1.107
97 H 10.09745 -22.28716 12.35843  C89 1.098
98 H 8.43649 -20.35478 12.40586  C90 1.075
99 H 9.50746 -19.45759 13.49528  C90 1.105
100 H 8.79384 -20.96226 14.06001  C90 1.097
101 H 11.62894 -20.57237 14.16555  N91 1.027
102 H 12.13785 -21.97509 13.48554  N91 1.018
103 C 17.93085 -19.41281 15.26766  O104 1.457, H109 1.097, H110 1.081, H111 1.107
104 O 17.79796 -18.05153 14.76444  C103 1.457, C105 1.424
105 C 17.34366 -17.26277 15.86013  O104 1.424, C106 1.529, H112 1.114, H113 1.088
106 C 17.23166 -15.79895 15.43255  C105 1.529, C107 1.550, N108 1.452, H114 1.143
107 C 16.45905 -15.04189 16.54318  C106 1.550, H115 1.094, H116 1.072, H117 1.106
108 N 16.64481 -15.72986 14.10605  C106 1.452, H118 1.013, H119 1.012
109 H 18.87157 -19.47985 15.82832  C103 1.097
110 H 17.88062 -20.10484 14.43907  C103 1.081
111 H 17.09799 -19.63186 15.96324  C103 1.107
112 H 16.30218 -17.57619 16.09953  C105 1.114
113 H 18.01864 -17.31688 16.71162  C105 1.088
114 H 18.31801 -15.44579 15.39878  C106 1.143
115 H 16.61863 -13.96545 16.42748  C107 1.094
116 H 16.89765 -15.34560 17.47352  C107 1.072
117 H 15.38206 -15.29421 16.54649  C107 1.106
118 H 17.03667 -16.42603 13.48240  N108 1.013
119 H 15.68863 -16.05396 14.17338  N108 1.012
120 C 7.75998 -13.45720 23.36308  O121 1.431, H126 1.103, H127 1.073, H128 1.090
121 O 8.64211 -12.79290 22.45338  C120 1.431, C122 1.407
122 C 8.59835 -13.33548 21.15644  O121 1.407, C123 1.537, H129 1.089, H130 1.078
123 C 9.53491 -14.53876 20.96677  C122 1.537, C124 1.538, N125 1.474, H131 1.101
124 C 10.94423 -14.22385 21.49613  C123 1.538, H132 1.099, H133 1.089, H134 1.091
125 N 9.51321 -14.90484 19.53963  C123 1.474, H135 1.021, H136 1.021
126 H 6.73763 -13.59943 22.97302  C120 1.103
127 H 7.71171 -12.89967 24.27848  C120 1.073
128 H 8.12860 -14.45123 23.61462  C120 1.090
129 H 7.57389 -13.58818 20.88536  C122 1.089
130 H 8.98896 -12.54157 20.54136  C122 1.078
131 H 9.12201 -15.39968 21.51553  C123 1.101
132 H 10.88625 -13.98343 22.56731  C124 1.099
133 H 11.34544 -13.36423 20.96038  C124 1.089
134 H 11.55901 -15.12461 21.48852  C124 1.091
135 H 10.08739 -14.30477 18.94500  N125 1.021
136 H 10.00307 -15.79289 19.41962  N125 1.021
137 C 10.42005 -15.53485 13.73179  O138 1.444, H143 1.094, H144 1.078, H145 1.105
138 O 11.35863 -14.94720 14.65870  C137 1.444, C139 1.437
139 C 10.63435 -14.28088 15.70586  O138 1.437, C140 1.552, H146 1.089, H147 1.101
140 C 11.63560 -13.43117 16.53335  C139 1.552, C141 1.507, N142 1.482, H148 1.116
141 C 12.80131 -14.27337 16.98507  C140 1.507, H149 1.131, H150 1.106, H151 1.092
142 N 10.90266 -12.80314 17.65781  C140 1.482, H152 1.017, H153 1.029
143 H 9.68895 -16.11827 14.29933  C137 1.094
144 H 10.97173 -16.19395 13.08062  C137 1.078
145 H 9.86872 -14.75285 13.17998  C137 1.105
146 H 9.87630 -13.62822 15.27498  C139 1.089
147 H 10.06433 -14.99919 16.31519  C139 1.101
148 H 11.92586 -12.64700 15.79487  C140 1.116
149 H 13.54528 -13.68618 17.60215  C141 1.131
150 H 13.33998 -14.65115 16.09557  C141 1.106
151 H 12.47684 -15.16013 17.53323  C141 1.092
152 H 10.15356 -12.22103 17.29062  N142 1.017
153 H 11.56924 -12.21703 18.17903  N142 1.029
154 C 12.18495 -19.63223 19.57801  C155 1.485, H158 1.102, H159 1.085, H160 1.105
155 C 11.99053 -18.16574 19.70742  C154 1.485, C156 1.539, O157 1.430, H161 1.076
156 C 13.30715 -17.37078 19.77439  C155 1.539, H162 1.101, H163 1.095, H164 1.095
157 O 11.24334 -17.64665 18.60376  C155 1.430, H165 0.955
158 H 12.79500 -19.88943 18.69690  C154 1.102
159 H 11.21180 -20.10896 19.62623  C154 1.085
160 H 12.78333 -20.00077 20.43010  C154 1.105
161 H 11.41410 -17.95000 20.59015  C155 1.076
162 H 13.05639 -16.32736 20.01865  C156 1.101
163 H 13.87122 -17.35307 18.83600  C156 1.095
164 H 13.97442 -17.70999 20.57293  C156 1.095
165 H 11.48608 -18.06113 17.77827  O157 0.955
166 C 15.27209 -11.55679 13.70094  C167 1.573, H170 1.090, H171 1.060, H172 1.102
167 C 14.71007 -12.98434 13.35473  C166 1.573, C168 1.543, O169 1.436, H173 1.094
168 C 13.33110 -12.91780 12.66557  C167 1.543, H174 1.116, H175 1.092, H176 1.098
169 O 15.58439 -13.65569 12.43494  C167 1.436, H177 0.961
170 H 15.52459 -11.03196 12.77962  C166 1.090
171 H 16.16303 -11.75976 14.23741  C166 1.060
172 H 14.52398 -10.92975 14.21207  C166 1.102
173 H 14.58280 -13.57917 14.26409  C167 1.094
174 H 13.44807 -12.36859 11.70130  C168 1.116
175 H 12.48209 -12.46529 13.18171  C168 1.092
176 H 13.00745 -13.93176 12.39639  C168 1.098
177 H 16.04276 -14.34062 12.93013  O169 0.961
178 C 7.06504 -14.46345 15.42333  C179 1.499, H182 1.103, H183 1.090, H184 1.092
179 C 7.06157 -13.93736 16.82669  C178 1.499, C180 1.478, O181 1.476, H185 1.102
180 C 5.80195 -13.28396 17.23940  C179 1.478, H186 1.080, H187 1.086, H188 1.109
181 O 7.31736 -15.13027 17.65744  C179 1.476, H189 0.981
182 H 6.23224 -15.16508 15.24671  C178 1.103
183 H 7.98025 -15.04432 15.30875  C178 1.090
184 H 7.09857 -13.71706 14.62730  C178 1.092
185 H 7.92020 -13.24964 16.88580  C179 1.102
186 H 5.01211 -13.98450 17.01382  C180 1.080
187 H 5.60447 -12.38155 16.66756  C180 1.086
188 H 5.82226 -13.19171 18.34395  C180 1.109
189 H 7.94630 -14.95018 18.38880  O181 0.981

HOMO level: -0.324 Ha
SMILES: COC[C@H](C)N.COC[C@H](C)N.COC[C@H](C)N.COC[C@H](C)N.COC[C@H](C)N.COC[C@H](C)N.COC[C@H](C)N.COC[C@H](C)N.COC[C@H](C)N.CC(C)O.CC(C)O.CC(C)O
ΔE to the lowest compared entry with this formula, charge and spin: 0.0 kcal per mole
spin multiplicity: 1
lowest unoccupied orbital energy: 0.61 eV
largest force on an atom: 2.34 eV Å⁻¹
gap between HOMO and LUMO: 9.430 eV

Löwdin atomic charge list, values in e, 5 entries:
1 C -0.087
2 O -0.231
3 C -0.254
4 C -0.416
5 C -0.034